# 1
H26O13 | wB97M-V/def2-TZVPD

LUMO (spin up / spin down): -3.17 / -10.18 eV
2S+1: 2
HOMO energy (spin up / spin down): -13.6966 / -13.6965 eV
Total charge: +1
Energy relative to the best compared isomer or geometry (same formula, charge and spin): 61.5 kJ/mol

Geometry as XYZ:
```
39
H26O13 | the Open Molecules 2025 dataset | wB97M-V/def2-TZVPD
O 4.681 2.493 18.224
H 4.721 1.537 18.257
H 5.537 2.757 17.886
O 0.680 -0.916 21.873
H 1.543 -0.695 22.223
H 0.838 -1.107 20.949
O 4.689 -3.806 19.874
H 4.505 -4.359 19.115
H 3.835 -3.667 20.283
O 5.907 -0.127 18.044
H 6.551 -0.808 18.234
H 5.821 -0.137 17.091
O 3.214 -0.739 22.604
H 3.480 -0.059 23.224
H 4.037 -1.111 22.289
O 7.298 -2.878 19.072
H 7.696 -3.321 19.822
H 6.393 -3.188 19.063
O 1.321 1.982 20.157
H 1.817 2.478 19.506
H 1.988 1.540 20.682
O 2.231 -3.732 20.973
H 1.449 -4.150 21.334
H 2.512 -3.120 21.654
O 7.227 -0.075 20.905
H 7.192 -0.407 21.802
H 6.417 -0.387 20.501
O 3.341 -1.275 19.633
H 3.735 -0.502 20.037
H 4.080 -1.859 19.462
O 4.282 1.232 20.504
H 4.533 1.846 21.194
H 4.565 1.654 19.693
O 5.521 -1.970 22.041
H 5.196 -2.834 21.788
H 6.242 -2.152 22.644
O 0.566 -1.474 19.087
H 1.471 -1.734 19.263
H 0.636 -0.819 18.393
```

Atomic partial charges in e from the natural (NBO) method, atoms 1 to 2:
1. O -0.9385
2. H 0.4761

---

# 2
H27MnO15P | wB97M-V/def2-TZVPD

LUMO (spin up / spin down): -17.69 / -22.87 eV
2S+1: 7
HOMO energy (spin up / spin down): -25.6139 / -25.6114 eV
Total charge: +5

Geometry as XYZ:
```
44
H27MnO15P | the Open Molecules 2025 dataset | wB97M-V/def2-TZVPD
O -13.952 -3.750 10.076
H -13.375 -4.515 10.017
H -13.918 -3.532 11.010
H -14.846 -4.002 9.834
O -15.097 -9.598 10.493
H -14.848 -8.677 10.598
H -15.162 -9.802 9.557
H -15.957 -9.679 10.913
O -16.400 -6.610 8.528
H -16.410 -5.702 8.840
H -15.484 -6.880 8.433
H -16.863 -7.152 9.171
O -10.223 -6.560 10.328
H -10.135 -7.046 11.151
H -11.112 -6.225 10.188
H -9.631 -5.811 10.225
O -15.552 -6.052 12.303
H -15.021 -5.290 12.545
H -16.408 -5.865 11.909
H -15.063 -6.560 11.653
Mn -13.131 -8.402 7.428
P -13.300 -6.936 9.659
O -12.577 -8.235 9.377
O -12.499 -5.746 10.080
O -14.451 -7.206 10.596
O -13.902 -6.718 8.239
O -11.962 -10.735 10.089
H -12.154 -9.822 9.873
H -11.139 -10.921 9.637
O -11.428 -4.557 12.007
H -11.927 -5.186 11.486
H -12.081 -3.928 12.314
O -14.158 -7.623 5.465
H -14.428 -8.313 4.858
H -14.895 -7.012 5.477
O -12.914 -8.834 12.179
H -12.752 -9.635 11.680
H -13.077 -8.166 11.513
O -11.575 -6.897 6.670
H -11.605 -6.590 5.763
H -11.159 -6.182 7.151
O -13.367 -4.477 6.896
H -12.414 -4.542 6.845
H -13.622 -5.164 7.512
```

Atomic partial charges in e from the natural (NBO) method, atoms 1 to 2:
1. O -0.6965
2. H 0.5332

---

# 3
H27O13 | wB97M-V/def2-TZVPD

LUMO: -2.69 eV
HOMO energy: -13.8159 eV
Total charge: +1
Energy relative to the best compared isomer or geometry (same formula, charge and spin): 269.7 kJ/mol

Geometry as XYZ:
```
40
H27O13 | the Open Molecules 2025 dataset | wB97M-V/def2-TZVPD
O -0.759 2.596 1.087
H 1.313 2.438 -1.179
H -0.868 1.619 1.089
O 2.425 0.106 0.098
H 1.968 -0.543 -0.438
H 2.217 -2.249 -1.102
O 0.034 0.794 -0.501
H -2.149 -1.111 0.314
O 2.683 -2.515 -0.300
H 2.536 1.672 2.233
H 2.654 -3.466 -0.191
O 2.783 -0.858 -2.825
H 2.749 -1.548 -3.479
H 3.313 -0.157 -3.211
O -0.864 -3.552 1.443
H -1.282 -4.413 1.320
H 0.060 -3.764 1.269
O -3.387 0.398 -1.318
H -4.129 0.156 -1.878
H -3.202 -0.199 -0.605
O -1.840 -1.052 1.217
H -1.704 -1.855 1.732
H -2.451 2.740 -2.261
O 1.609 1.441 2.215
H 0.210 2.777 1.114
H 1.397 0.501 2.257
O 0.421 -1.218 3.400
H 0.340 -0.791 4.258
H -0.437 -1.565 3.147
O 0.588 3.042 -1.384
H 0.010 2.563 -1.985
H -0.610 2.656 -0.033
O -1.665 -1.936 -1.421
H -1.832 -2.880 -1.348
H -2.310 -1.526 -2.009
O -1.900 3.197 -1.620
H -2.241 4.060 -1.385
H 2.844 -0.416 0.791
H -0.238 -0.128 -0.583
H 0.663 0.958 0.214
```

Atomic partial charges in e from the natural (NBO) method, atoms 1 to 2:
1. O -0.8200
2. H 0.4861

---

# 4
H27O14 | wB97M-V/def2-TZVPD

LUMO: 2.36 eV
HOMO energy: -7.3912 eV
Total charge: -1
Energy relative to the best compared isomer or geometry (same formula, charge and spin): 543.8 kJ/mol

Geometry as XYZ:
```
41
H27O14 | the Open Molecules 2025 dataset | wB97M-V/def2-TZVPD
O 4.135 -1.272 -2.635
H 0.540 0.567 -1.580
O -0.802 1.325 -1.188
H 3.153 -1.355 -2.910
H -2.438 -2.434 -3.087
O 1.362 -1.771 2.428
H -3.542 -1.888 -2.298
H -1.609 4.181 0.278
O -2.122 4.626 1.098
H -0.865 -0.062 -4.532
H -1.776 4.126 1.793
O 0.023 0.244 -4.901
H -1.047 2.214 3.568
H -2.670 1.267 1.281
O -1.943 1.529 0.925
H 0.986 -0.985 -1.840
H -0.463 -3.633 -1.525
O -1.880 1.759 3.582
H 3.358 1.591 -1.360
H -1.096 1.620 -0.139
O -3.231 -1.890 -3.202
H 0.514 -1.283 2.642
H -1.327 -0.350 -0.849
O 4.203 1.485 -1.289
H 4.392 0.800 -2.108
H 1.165 -2.614 2.043
O 2.300 -0.436 4.960
H 2.169 0.562 4.582
H 1.892 -1.084 4.320
O 0.139 -3.101 -1.203
H -1.968 1.644 2.585
H -1.482 -0.252 0.724
O 1.351 -0.119 -1.730
H -1.477 -0.875 2.624
H -0.099 -2.482 -0.452
O -1.225 -0.968 0.013
H 0.637 0.218 -4.047
H 4.576 -1.888 -2.048
O -1.012 -0.576 3.396
H -1.500 1.243 -1.637
H -1.322 0.317 3.719
```

Atomic partial charges in e from the natural (NBO) method, atoms 1 to 2:
1. O -1.0070
2. H 0.5128

---

# 5
H28NeO14 | wB97M-V/def2-TZVPD

LUMO: -0.17 eV
HOMO energy: -10.6288 eV
Total charge: 0
Energy relative to the best compared isomer or geometry (same formula, charge and spin): 31.6 kJ/mol

Geometry as XYZ:
```
43
H28NeO14 | the Open Molecules 2025 dataset | wB97M-V/def2-TZVPD
Ne -0.410 -0.052 -0.109
O -0.202 -1.910 -3.738
H -0.434 -2.359 -2.924
H -0.853 -1.214 -3.822
O 0.638 2.481 3.042
H 0.698 3.233 3.632
H 0.935 2.816 2.196
O -3.386 -1.336 -0.313
H -3.324 -0.641 0.342
H -3.954 -0.974 -0.993
O -2.647 2.970 0.044
H -3.582 2.913 -0.153
H -2.610 3.345 0.924
O 0.305 2.894 -2.138
H -0.564 3.041 -2.514
H 0.506 1.982 -2.350
O -1.115 -2.747 -1.176
H -1.637 -3.450 -1.563
H -1.754 -2.074 -0.942
O 2.272 -0.926 1.841
H 2.027 -1.473 1.095
H 2.921 -1.445 2.317
O 3.790 1.055 0.421
H 3.268 0.412 0.902
H 4.553 0.564 0.116
O 1.514 -2.326 -0.491
H 0.579 -2.415 -0.672
H 1.926 -2.314 -1.355
O 2.073 0.515 -3.370
H 1.909 0.354 -4.299
H 1.710 -0.250 -2.925
O -0.619 -0.382 3.323
H 0.084 -0.699 2.756
H -0.361 0.511 3.550
O -0.555 -3.347 1.619
H 0.034 -4.097 1.699
H -0.812 -3.341 0.697
O 1.505 2.962 0.360
H 0.952 2.853 -0.414
H 2.088 2.203 0.348
O -2.779 0.637 1.610
H -2.660 1.510 1.235
H -2.029 0.521 2.192
```

Atomic partial charges in e from the natural (NBO) method, atoms 1 to 2:
1. Ne -0.0012
2. O -0.9648

---

# 6
H28O14 | wB97M-V/def2-TZVPD

LUMO: -1.24 eV
HOMO energy: -9.4231 eV
Total charge: 0
Energy relative to the best compared isomer or geometry (same formula, charge and spin): 565.0 kJ/mol

Geometry as XYZ:
```
42
H28O14 | the Open Molecules 2025 dataset | wB97M-V/def2-TZVPD
O 3.815 0.834 -0.101
H 3.197 0.902 -1.022
H 4.001 1.753 0.067
O -2.595 -3.181 1.737
H -2.443 -2.777 0.842
H -1.940 -2.644 2.109
O -1.580 -2.194 -0.408
H -0.733 -2.527 -0.638
H -2.291 -2.405 -1.124
O -0.876 2.642 -1.252
H -1.236 2.485 -2.147
H 0.028 2.272 -1.162
O -0.975 0.832 -3.796
H -0.446 0.381 -2.939
H -0.492 0.755 -4.600
O 0.913 0.088 -1.878
H 1.535 0.713 -1.956
H 1.406 -0.634 -2.170
O 1.788 -2.125 1.597
H 1.117 -1.438 1.180
H 2.648 -1.748 1.560
O 1.394 1.746 2.714
H 0.884 2.509 2.608
H 1.521 1.357 1.820
O 0.814 -3.284 -0.539
H 1.073 -2.938 0.273
H 1.340 -3.546 -1.309
O -3.057 1.321 -0.516
H -2.363 1.842 -1.118
H -2.902 1.320 0.505
O -2.914 1.137 2.293
H -2.883 1.944 2.734
H -2.144 0.678 2.468
O 1.927 1.915 -1.861
H 1.987 2.183 -2.742
H 2.596 2.490 -1.538
O -1.057 -0.821 3.133
H -0.568 -1.286 3.807
H -0.430 -0.136 2.885
O 0.162 -0.145 0.551
H 0.457 0.226 -0.330
H -0.687 -0.495 0.249
```

Atomic partial charges in e from the natural (NBO) method, atoms 1 to 2:
1. O -0.9317
2. H 0.4526